{
  "formula": "C4H5NO2",
  "method": "ωB97M-V/def2-TZVPD",
  "largest_force_ha_per_bohr": 0.1625,
  "e_lumo_ev": 0.813,
  "orbital_gap_ev": 10.23,
  "de_lowest_ev": 8.227,
  "charge": 0,
  "symbols": ["C", "C", "C", "C", "H", "H", "H", "H", "H", "N", "O", "O"],
  "positions_angstrom": [[-1.689, -0.665, 0.228], [-0.268, 0.729, 0.217], [1.186, 1.005, -0.067], [-0.251, -0.734, -0.411], [-2.654, -1.084, -0.185], [-1.255, -0.711, 1.384], [-0.259, 0.719, 1.343], [1.379, 2.252, -0.216], [-0.293, -0.977, -1.641], [1.883, -0.019, -0.007], [-1.606, 0.840, -0.207], [1.109, -1.099, 0.153]],
  "nbo_charge": [-0.12, 0.00, 0.01, 0.03, 0.23, 0.20, 0.17, 0.23, 0.22, -0.10, -0.51, -0.37]
}

=====

{
  "formula": "C26H68N14O9",
  "method": "ωB97M-V/def2-TZVPD",
  "largest_force_ha_per_bohr": 0.0722,
  "e_lumo_ev": 0.358,
  "orbital_gap_ev": 8.89,
  "smiles": "CC1(C)CCCC(C)(C)N1O.CC1(C)CCCC(C)(C)N1O.NC(N)=O.NC(N)=O.NC(N)=O.NC(N)=O.NC(N)=O.NC(N)=O.CCO",
  "de_lowest_ev": 0.000,
  "charge": 0,
  "symbols": ["C", "C", "C", "C", "C", "C", "C", "C", "C", "N", "O", "H", "H", "H", "H", "H", "H", "H", "H", "H", "H", "H", "H", "H", "H", "H", "H", "H", "H", "H", "C", "C", "C", "C", "C", "C", "C", "C", "C", "N", "O", "H", "H", "H", "H", "H", "H", "H", "H", "H", "H", "H", "H", "H", "H", "H", "H", "H", "H", "H", "N", "C", "N", "O", "H", "H", "H", "H", "N", "C", "N", "O", "H", "H", "H", "H", "N", "C", "N", "O", "H", "H", "H", "H", "N", "C", "N", "O", "H", "H", "H", "H", "N", "C", "N", "O", "H", "H", "H", "H", "N", "C", "N", "O", "H", "H", "H", "H", "C", "C", "O", "H", "H", "H", "H", "H", "H"],
  "positions_angstrom": [[2.294, 1.849, -4.636], [2.600, 2.436, -3.261], [1.932, 3.880, -3.209], [1.962, 1.449, -2.291], [2.284, 1.799, -0.858], [3.830, 1.643, -0.748], [4.551, 2.580, -1.603], [4.254, 4.048, -1.130], [6.004, 2.316, -1.545], [4.046, 2.369, -3.040], [4.733, 3.305, -3.866], [1.255, 2.049, -4.928], [2.778, 2.316, -5.469], [2.477, 0.757, -4.683], [0.937, 3.949, -3.655], [1.760, 4.338, -2.199], [2.488, 4.571, -3.873], [0.882, 1.380, -2.513], [2.286, 0.413, -2.429], [1.999, 2.846, -0.654], [1.818, 1.101, -0.182], [4.025, 0.631, -1.032], [4.155, 1.649, 0.321], [4.452, 4.763, -1.907], [4.979, 4.229, -0.319], [3.239, 4.163, -0.755], [6.298, 2.245, -0.416], [6.583, 3.131, -1.951], [6.322, 1.349, -1.985], [5.011, 2.822, -4.649], [2.502, -2.595, 2.194], [2.199, -2.828, 0.712], [2.952, -1.724, -0.108], [2.676, -4.198, 0.360], [1.685, -5.274, 0.761], [0.375, -5.011, 0.223], [-0.163, -3.632, 0.805], [-1.587, -3.398, 0.135], [-0.438, -3.676, 2.275], [0.804, -2.598, 0.347], [0.383, -1.320, 0.851], [2.229, -3.505, 2.698], [3.543, -2.344, 2.423], [1.874, -1.860, 2.648], [2.609, -1.687, -1.106], [2.802, -0.726, 0.246], [4.061, -1.858, -0.179], [2.811, -4.284, -0.713], [3.655, -4.407, 0.832], [1.878, -6.250, 0.195], [1.602, -5.490, 1.880], [-0.313, -5.813, 0.523], [0.440, -4.924, -0.858], [-1.540, -3.476, -0.969], [-2.069, -2.503, 0.470], [-2.243, -4.225, 0.470], [-1.273, -4.367, 2.392], [-0.724, -2.675, 2.611], [0.307, -4.044, 3.001], [-0.192, -0.987, 0.106], [-1.730, 5.024, 1.198], [-0.814, 4.694, 0.281], [0.420, 4.215, 0.691], [-1.165, 4.731, -0.914], [-2.646, 5.370, 0.924], [-1.350, 5.347, 2.129], [1.065, 4.012, -0.060], [0.578, 3.881, 1.634], [-5.532, -2.508, 1.765], [-5.661, -2.158, 0.440], [-5.032, -2.962, -0.472], [-6.284, -1.161, 0.137], [-6.164, -2.168, 2.453], [-4.746, -2.899, 2.317], [-5.157, -2.770, -1.497], [-4.611, -3.849, -0.191], [-5.429, 1.239, 1.710], [-4.113, 1.167, 1.296], [-3.875, 0.496, 0.084], [-3.239, 1.766, 1.895], [-5.937, 0.433, 1.386], [-5.625, 1.590, 2.627], [-4.537, 0.050, -0.525], [-2.914, 0.539, -0.233], [-2.015, 2.072, -1.891], [-2.860, 2.124, -2.960], [-3.477, 3.343, -3.213], [-3.010, 1.186, -3.690], [-1.538, 2.912, -1.518], [-1.541, 1.179, -1.793], [-4.085, 3.403, -4.075], [-3.453, 4.067, -2.555], [-0.385, 1.322, 2.579], [0.590, 1.590, 3.476], [1.638, 0.709, 3.376], [0.555, 2.516, 4.307], [-0.389, 0.443, 2.099], [-1.305, 1.834, 2.582], [2.386, 0.842, 4.016], [1.771, 0.188, 2.518], [-1.717, -1.316, -3.615], [-0.757, -1.506, -2.633], [0.213, -2.449, -2.805], [-0.859, -0.780, -1.653], [-2.298, -0.532, -3.460], [-1.554, -1.517, -4.578], [0.379, -2.687, -3.782], [0.745, -2.739, -2.007], [-2.907, -1.306, 6.072], [-2.878, -1.541, 4.562], [-3.206, -2.882, 4.111], [-3.102, -0.187, 6.239], [-1.915, -1.603, 6.454], [-3.746, -1.834, 6.550], [-1.883, -1.352, 4.294], [-3.602, -0.865, 4.089], [-2.376, -3.406, 4.073]],
  "mulliken_charge": [-2.02, 2.14, -1.58, -0.90, 2.36, -1.88, 2.42, -1.71, -2.04, 0.06, -0.50, 0.33, 0.53, 0.39, 0.45, 0.17, 0.39, 0.03, 0.32, -2.55, 0.02, 0.52, 0.56, 0.41, 0.50, 0.35, 0.33, 0.45, 0.38, 0.36, -1.60, 1.95, -2.42, -1.31, -0.24, -1.49, 1.76, -2.12, -1.75, -0.38, 1.38, 0.59, 0.43, 0.03, 0.45, -0.02, 0.49, 0.43, 0.34, 0.38, 0.31, 0.34, 0.27, 0.16, 0.40, 0.69, 0.72, 0.11, 0.13, -0.37, -0.40, 0.42, -0.45, -0.80, 0.25, 0.21, 0.46, 0.18, -0.31, 0.53, -0.29, -0.72, 0.25, 0.12, 0.22, 0.19, -0.42, 0.41, 0.05, -0.68, 0.20, 0.29, 0.28, -0.22, 0.58, 0.55, -0.40, -0.76, 0.13, -0.67, 0.25, 0.17, 0.45, 0.33, -0.21, -0.74, -0.11, 0.22, 0.18, 0.12, -0.35, -0.09, -0.28, 0.13, 0.25, 0.20, 0.18, 0.02, -1.30, 0.51, -0.55, 0.31, 0.33, 0.33, -0.07, 0.17, 0.36]
}

=====

{
  "formula": "C4H12N2O2",
  "method": "ωB97M-V/def2-TZVPD",
  "largest_force_ha_per_bohr": 0.1228,
  "e_lumo_ev": 0.748,
  "orbital_gap_ev": 9.57,
  "smiles": "C[C@@H](CN)NC=O.O",
  "de_lowest_ev": 3.320,
  "charge": 0,
  "symbols": ["C", "C", "C", "N", "N", "C", "O", "H", "H", "H", "H", "H", "H", "H", "H", "H", "H", "O", "H", "H"],
  "positions_angstrom": [[-0.007, 1.504, 0.575], [-0.154, 0.734, -0.960], [1.087, 0.052, -1.420], [2.289, 0.264, -0.675], [-1.399, 0.128, -1.265], [-2.192, -0.512, -0.296], [-1.814, -1.005, 0.749], [0.673, 2.434, 0.409], [0.512, 0.768, 1.314], [-1.008, 1.845, 0.993], [-0.228, 1.679, -1.557], [0.910, -1.069, -1.579], [1.365, 0.452, -2.480], [2.262, 0.071, 0.274], [2.738, 1.199, -0.699], [-1.786, -0.003, -2.240], [-3.304, -0.302, -0.502], [1.470, -1.181, 2.581], [0.411, -0.978, 2.695], [1.574, -2.016, 2.914]],
  "nbo_charge": [-0.63, -0.06, -0.23, -0.84, -0.66, 0.54, -0.59, 0.21, 0.22, 0.22, 0.19, 0.20, 0.19, 0.37, 0.35, 0.41, 0.11, -0.95, 0.49, 0.46]
}

=====

{
  "formula": "C6H18NO2P2Sn",
  "method": "ωB97M-V/def2-TZVPD",
  "largest_force_ha_per_bohr": 0.0991,
  "e_lumo_ev": -5.659,
  "orbital_gap_ev": 5.73,
  "de_lowest_ev": 1.749,
  "charge": 1,
  "symbols": ["C", "C", "P", "C", "C", "P", "O", "C", "C", "N", "O", "H", "H", "H", "H", "H", "H", "H", "H", "H", "H", "H", "H", "H", "H", "H", "H", "H", "H", "Sn"],
  "positions_angstrom": [[2.413, 2.456, -0.265], [1.926, 1.088, 0.037], [0.189, 1.269, 0.653], [-0.935, 1.837, -0.764], [-2.348, 2.045, -0.214], [-0.494, -0.872, 1.171], [-0.745, -1.196, -0.483], [-1.089, -2.550, -0.679], [-0.326, -3.287, 0.439], [1.100, -3.376, 0.117], [-0.636, -2.516, 1.551], [1.735, 2.989, -1.020], [2.566, 3.068, 0.667], [3.383, 2.434, -0.753], [2.556, 0.601, 0.774], [1.909, 0.421, -0.820], [-0.678, 2.802, -1.273], [-0.970, 1.122, -1.577], [-2.453, 3.021, 0.248], [-3.069, 1.923, -1.006], [-2.569, 1.319, 0.558], [-1.845, -0.491, 1.415], [-0.270, -0.517, 2.561], [0.939, -1.069, 1.138], [-0.916, -2.888, -1.692], [-2.136, -2.791, -0.477], [-0.604, -4.325, 0.557], [1.463, -2.480, -0.178], [1.191, -3.963, -0.700], [0.715, 3.924, 0.017]],
  "nbo_charge": [-0.61, -0.76, 0.52, -0.71, -0.62, 1.09, -0.87, -0.10, 0.22, -0.83, -0.76, 0.12, 0.24, 0.30, 0.29, 0.28, 0.15, 0.29, 0.21, 0.25, 0.24, -0.06, -0.13, -0.07, 0.19, 0.18, 0.19, 0.34, 0.36, 1.07]
}